This record from OMol25 describes a 4-piece molecular cluster, C4H18N3O3 overall in a non-equilibrium geometry. The level of theory is the ωB97M-V functional and the def2-TZVPD basis.

The geometry in ORCA input format:
```
! RIJCOSX wB97M-V def2-TZVPD def2/J DEFGRID3
* xyz 1 1
C 1.116 1.126 2.034
C 1.779 -0.057 1.153
C 0.696 -0.995 0.535
C 0.355 -2.207 1.063
N -0.419 -3.233 0.426
N 0.078 -0.393 -0.596
N 0.757 2.244 1.061
H 1.891 1.494 2.674
H 0.203 0.799 2.492
H 2.276 -0.604 1.770
H 2.471 0.280 0.372
H 0.912 -2.537 1.898
H -1.203 -2.807 -0.227
H -0.859 -3.920 1.149
H -0.048 0.637 -0.506
H -0.875 -0.823 -0.832
H 0.497 -0.552 -1.552
H 1.591 2.510 0.618
H 0.063 2.048 0.335
H -2.841 -1.457 -2.364
H -2.607 -0.411 -1.266
O -2.178 -1.229 -1.585
H -2.502 1.986 0.765
H -2.242 2.432 -0.493
O -2.190 1.569 -0.124
H 0.373 1.577 -3.117
H 1.859 1.288 -3.139
O 1.046 1.233 -2.541
*
```

Summary:
- Calculated total energy: -15044.914 eV
- Lowest unoccupied orbital energy: -3.07 eV
- HOMO-LUMO gap: 8.58 eV
- Energy above the lowest of the compared OMol25 structures with the same formula, charge and spin: 68.7 kcal/mol
- HOMO level: -11.65 eV



This record from OMol25 describes a 4-piece molecular cluster, C4H18NO3 overall in a non-equilibrium geometry. The level of theory is the ωB97M-V functional and the def2-TZVPD basis.

The geometry in ORCA input format:
```
! RIJCOSX wB97M-V def2-TZVPD def2/J DEFGRID3
* xyz 1 1
C 1.086 -0.907 1.462
C 0.181 -1.646 0.463
N -1.304 -1.515 0.731
C -1.903 -0.147 0.880
C -3.413 -0.212 1.030
H 1.832 -0.390 0.876
H 1.636 -1.652 2.019
H 0.542 -0.280 2.158
H 0.310 -1.209 -0.524
H 0.340 -2.721 0.452
H -1.488 -2.026 1.597
H -1.749 -2.081 0.008
H -1.557 0.381 -0.001
H -1.440 0.263 1.775
H -3.781 -1.199 0.765
H -3.778 0.033 2.022
H -3.895 0.470 0.330
H 0.688 1.137 -1.149
H -0.703 0.899 -2.061
O 0.144 0.592 -1.750
H 3.453 1.005 -2.580
H 2.177 0.154 -2.421
O 2.899 0.566 -1.928
H 1.631 3.440 -0.123
H 2.403 2.086 -0.511
O 1.592 2.484 -0.174
*
```

Summary:
- Calculated total energy: -12066.410 eV
- Lowest unoccupied orbital energy: -2.96 eV
- HOMO-LUMO gap: 11.46 eV
- Energy above the lowest of the compared OMol25 structures with the same formula, charge and spin: 22.0 kcal/mol
- HOMO level: -14.42 eV



This record from OMol25 describes a 4-piece molecular cluster, C4H18NO5 overall in a non-equilibrium geometry. The level of theory is the ωB97M-V functional and the def2-TZVPD basis.

The geometry in ORCA input format:
```
! RIJCOSX wB97M-V def2-TZVPD def2/J DEFGRID3
* xyz 1 1
C 0.347 -1.731 1.201
O -0.144 -1.593 2.513
C -0.319 -0.638 0.361
C 0.242 -0.551 -1.078
C 1.599 0.066 -1.208
O -0.645 0.264 -1.851
N -0.151 0.661 1.104
H 1.454 -1.591 1.256
H 0.186 -2.718 0.762
H -0.635 -2.384 2.788
H -1.390 -0.804 0.259
H 0.188 -1.591 -1.497
H 1.894 0.160 -2.297
H 2.402 -0.516 -0.717
H 1.661 1.111 -0.852
H -1.492 -0.187 -2.027
H -0.513 1.508 0.591
H 0.817 0.867 1.356
H -0.706 0.591 1.957
H -2.952 -1.938 -2.622
H -3.789 -0.812 -1.960
O -2.915 -1.242 -1.968
H 2.953 2.158 1.390
H 3.029 1.170 2.560
O 2.568 1.335 1.723
H -0.542 2.099 -1.404
H -0.851 3.547 -0.948
O -0.362 2.744 -0.691
*
```

Summary:
- Calculated total energy: -16162.465 eV
- Lowest unoccupied orbital energy: -2.53 eV
- HOMO-LUMO gap: 11.30 eV
- Energy above the lowest of the compared OMol25 structures with the same formula, charge and spin: 0.0 kcal/mol
- HOMO level: -13.83 eV



This record from OMol25 describes C4H19B3Be2Cl9 as an isolated structure in a non-equilibrium geometry. The level of theory is the ωB97M-V functional and the def2-TZVPD basis.

The geometry in ORCA input format:
```
! RIJCOSX wB97M-V def2-TZVPD def2/J DEFGRID3
* xyz 1 1
Be -1.404 1.206 -1.484
Be -0.720 -1.669 -0.980
B -0.287 0.120 -0.365
H 0.277 -0.409 0.388
H -0.330 1.163 -0.092
H 0.183 -0.061 -1.320
H -1.294 -0.267 -0.381
B -0.461 -2.529 0.693
H -1.063 -3.139 0.037
H -1.086 -1.722 1.043
H -0.168 -3.101 1.560
H 0.400 -2.213 0.126
B -1.750 -0.575 -2.135
H -1.731 -1.624 -2.389
H -0.727 -0.239 -2.074
H -2.270 0.009 -2.879
H -2.212 -0.438 -1.169
C -0.123 2.960 2.617
Cl -1.695 3.130 3.460
Cl -0.187 1.892 1.167
Cl 1.196 2.357 3.665
H 0.189 3.940 2.254
C -0.061 -0.945 2.492
Cl 1.615 -1.516 2.844
Cl -0.512 0.439 3.545
H -0.164 -0.609 1.461
H -0.787 -1.751 2.602
C 1.094 -0.215 -3.491
Cl -0.297 0.874 -3.450
Cl 1.073 -1.358 -2.185
H 1.149 -0.680 -4.476
H 2.029 0.330 -3.361
C 1.895 1.448 0.427
Cl 3.034 0.931 -0.839
Cl 2.431 0.843 2.007
H 1.787 2.532 0.433
H 0.976 0.888 0.249
*
```

Summary:
- Calculated total energy: -119957.259 eV
- Lowest unoccupied orbital energy: -6.74 eV
- HOMO-LUMO gap: 5.01 eV
- Energy above the lowest of the compared OMol25 structures with the same formula, charge and spin: 336.5 kcal/mol
- HOMO level: -11.75 eV



This record from OMol25 describes C4H19CdNO5 as an isolated structure in a non-equilibrium geometry. The level of theory is the ωB97M-V functional and the def2-TZVPD basis.

The geometry in ORCA input format:
```
! RIJCOSX wB97M-V def2-TZVPD def2/J DEFGRID3
* xyz 2 1
Cd -1.497 -1.148 -2.020
O 0.706 1.433 -3.844
H 1.141 0.573 -3.945
H 1.014 1.790 -3.008
O -2.835 -2.591 0.701
H -2.800 -1.915 1.420
H -3.373 -3.287 1.034
O -0.581 2.976 -1.878
H -1.146 2.383 -2.451
H -1.288 3.679 -1.715
O 2.432 1.769 -1.177
H 2.561 2.629 -1.588
H 2.884 1.086 -1.626
C 2.181 -1.156 1.969
C 0.742 -1.387 1.509
C 0.152 -0.015 1.109
O -1.339 -0.239 1.069
C -2.041 0.944 0.763
N 0.637 -2.230 0.271
H 2.854 -0.817 1.187
H 2.591 -1.875 2.654
H 2.059 -0.203 2.553
H 0.014 -1.685 2.234
H 0.562 0.345 0.190
H 0.414 0.723 1.886
H -1.633 1.910 1.047
H -3.049 0.841 1.224
H -2.295 1.063 -0.273
H 1.250 -3.050 0.484
H -0.318 -2.545 0.218
*
```

Summary:
- Calculated total energy: -20725.831 eV
- Lowest unoccupied orbital energy: -13.06 eV
- HOMO-LUMO gap: 4.54 eV
- Energy above the lowest of the compared OMol25 structures with the same formula, charge and spin: 183.5 kcal/mol
- HOMO level: -17.60 eV



This record from OMol25 describes C4H19N2SiZn as an isolated structure in a non-equilibrium geometry. The level of theory is the ωB97M-V functional and the def2-TZVPD basis.

The geometry in ORCA input format:
```
! RIJCOSX wB97M-V def2-TZVPD def2/J DEFGRID3
* xyz -1 1
C 1.220 1.737 -1.110
Zn 0.080 0.146 -1.419
N -1.379 -1.376 -1.365
N -0.059 0.304 -3.576
H -2.295 -1.008 -1.089
H 0.888 -0.474 0.140
H 1.751 1.742 -0.150
H 0.625 2.658 -1.169
H 1.976 1.772 -1.908
H -1.012 0.518 -3.881
H 0.254 -0.546 -4.042
H 0.547 1.075 -3.879
H -1.486 -1.826 -2.275
H -1.141 -2.105 -0.687
C 1.460 0.797 2.418
Si 0.220 -0.262 1.503
C 0.030 -2.013 2.100
C -1.452 0.600 1.466
H 2.486 0.473 2.190
H 1.309 0.730 3.505
H 1.369 1.850 2.114
H -0.001 -2.048 3.195
H -0.888 -2.474 1.711
H 0.883 -2.616 1.764
H -1.798 0.711 2.506
H -1.373 1.604 1.023
H -2.216 0.030 0.915
*
```

Summary:
- Calculated total energy: -63730.153 eV
- Lowest unoccupied orbital energy: 2.54 eV
- HOMO-LUMO gap: 2.62 eV
- Energy above the lowest of the compared OMol25 structures with the same formula, charge and spin: 7.7 kcal/mol
- HOMO level: -0.08 eV